No. 1
C12H28BCl2LuN2O7P2 | ωB97M-V/def2-TZVPD

ORCA input file:
```
! RIJCOSX wB97M-V def2-TZVPD def2/J DEFGRID3
* xyz 2 1
C -0.522 -3.098 0.973
C -0.311 -2.755 2.503
C 1.149 -2.185 2.803
Cl 1.492 -2.637 4.556
B 1.243 -0.568 2.637
P 3.068 -0.180 3.315
N 3.723 1.087 2.500
O 4.083 -1.483 2.960
O 3.086 0.184 4.940
O 0.169 0.206 3.239
C -0.625 0.764 2.221
N -1.763 -0.008 1.737
Cl -1.422 2.149 3.144
C 0.480 1.099 1.074
O 0.141 0.875 -0.298
C -0.863 1.766 -0.778
C -1.248 1.315 -2.259
C -0.103 1.946 -3.182
C -1.395 -0.239 -2.408
C -1.593 -0.697 -3.931
C -2.821 -1.679 -4.042
C -0.246 -1.424 -4.358
P 1.341 2.745 1.382
O 0.255 4.031 1.245
O 2.624 2.973 0.340
O 1.329 0.006 1.294
H 0.070 -4.031 0.767
H -1.584 -3.344 0.748
H -0.097 -2.285 0.325
H -0.344 -3.740 3.045
H -1.121 -2.136 2.951
H 1.838 -2.768 2.145
H 3.970 1.835 3.161
H 4.015 -1.556 1.986
H 3.395 1.085 5.113
H -1.514 -0.603 0.944
H -2.592 0.566 1.542
H -0.361 2.775 -0.911
H -1.799 1.820 -0.132
H -2.182 1.885 -2.529
H -0.037 1.466 -4.179
H -0.356 3.040 -3.258
H 0.854 1.900 -2.598
H -2.362 -0.528 -1.899
H -0.567 -0.830 -1.954
H -1.687 0.187 -4.617
H -3.744 -1.060 -4.130
H -2.644 -2.332 -4.933
H -2.845 -2.343 -3.144
H -0.411 -2.019 -5.289
H 0.030 -2.154 -3.549
H 0.609 -0.716 -4.490
H 0.256 4.591 2.040
H 2.813 3.932 0.333
Lu -2.875 3.171 0.902
*
```

Max |F| (eV/A): 3.7
Frontier orbital gap (eV): 2.80
HOMO level (Eh): -0.5035
E_tot (hartree): -3972.9329
Energy above the lowest of the compared OMol25 structures with the same formula, charge and spin (eV): 6.1287

No. 2
C3H8N2O2 | ωB97M-V/def2-TZVPD

ORCA input file:
```
! RIJCOSX wB97M-V def2-TZVPD def2/J DEFGRID3
* xyz 0 1
C 1.324 0.068 -0.294
C -0.789 -1.360 0.202
C -0.054 -0.105 -0.120
N -1.878 1.457 0.057
O 2.090 -1.049 -0.621
O 1.985 0.932 0.598
N -0.694 1.013 -0.549
H 2.691 1.378 0.117
H 2.727 -1.202 0.091
H 0.240 1.620 -0.706
H -2.088 1.004 0.945
H -2.650 1.295 -0.580
H -1.673 -1.487 -0.426
H -1.107 -1.358 1.248
H -0.126 -2.207 0.040
*
```

Max |F| (eV/A): 3.0
Frontier orbital gap (eV): 7.63
SMILES string: CC(NN)=C(O)O
HOMO level (Eh): -0.2585
E_tot (hartree): -378.9765
Energy above the lowest of the compared OMol25 structures with the same formula, charge and spin (eV): 4.4766

No. 3
C21H38GeN4O2S5Si3Ta | ωB97M-V/def2-TZVPD

ORCA input file:
```
! RIJCOSX wB97M-V def2-TZVPD def2/J DEFGRID3
* xyz 2 2
Ta 1.082 -0.566 -0.514
S 6.119 -0.453 4.921
C 5.043 -0.520 3.717
S 5.273 0.249 2.172
C 3.811 -0.233 1.466
C 2.967 -1.024 2.270
S 1.454 -1.581 1.703
S 3.532 -1.378 3.825
S 3.381 0.217 -0.120
O -0.448 -1.876 -0.544
C -1.320 -2.811 -0.676
C -1.386 -3.653 -1.889
C -0.579 -4.932 -1.476
C -0.928 -5.593 -0.127
C -0.482 -4.833 1.144
C -1.415 -3.688 1.573
N -2.078 -3.176 0.341
H -0.948 -3.173 -2.760
H -2.422 -3.922 -2.101
H 0.479 -4.677 -1.481
H -0.732 -5.654 -2.277
H -0.417 -6.556 -0.123
H -1.994 -5.844 -0.082
H 0.522 -4.432 0.969
H -0.390 -5.534 1.973
H -0.894 -2.881 2.073
H -2.215 -4.021 2.229
H -2.807 -3.812 0.041
C -1.819 0.092 2.931
Si -0.913 1.645 2.437
C -2.086 3.085 2.536
C 0.583 1.881 3.531
Ge -0.144 1.577 0.161
Si -2.034 1.330 -1.382
C -2.727 3.018 -1.718
C -3.309 0.273 -0.521
C -1.518 0.531 -2.992
Si 1.182 3.533 -0.310
C 2.558 3.660 0.941
C 1.862 3.422 -2.036
C 0.034 4.988 -0.155
H -2.044 0.104 4.001
H -1.219 -0.796 2.732
H -2.764 0.003 2.394
H -2.488 3.178 3.549
H -2.933 2.939 1.861
H -1.608 4.032 2.283
H 0.327 1.660 4.570
H 0.950 2.908 3.492
H 1.403 1.222 3.237
H -2.944 3.563 -0.798
H -3.669 2.903 -2.263
H -2.060 3.625 -2.332
H -3.860 0.860 0.216
H -2.866 -0.575 0.002
H -4.039 -0.108 -1.242
H -0.705 1.075 -3.477
H -2.370 0.533 -3.678
H -1.209 -0.512 -2.868
H 2.963 2.682 1.209
H 2.218 4.151 1.854
H 3.377 4.258 0.532
H 2.611 2.633 -2.127
H 2.347 4.360 -2.320
H 1.069 3.229 -2.764
H -0.125 5.265 0.888
H -0.934 4.799 -0.614
H 0.471 5.857 -0.656
O 1.521 0.117 -2.231
N 2.045 0.314 -3.453
C 2.374 -0.779 -4.042
C 2.162 -2.019 -3.339
N 1.846 -2.727 -2.492
C 2.913 -0.724 -5.368
N 3.364 -0.708 -6.423
*
```

⟨S²⟩: 0.79
Max |F| (eV/A): 0.6
Frontier orbital gap (spin up / spin down) (eV): 6.60 / 5.02
HOMO level (spin up / spin down) (Eh): -0.5029 / -0.5073
E_tot (hartree): -6185.3706

No. 4
C8H15N4 | ωB97M-V/def2-TZVPD

ORCA input file:
```
! RIJCOSX wB97M-V def2-TZVPD def2/J DEFGRID3
* xyz 1 1
C 0.838 -2.074 0.277
C -0.912 -2.509 -1.271
C -0.005 2.295 2.122
C -0.729 2.428 0.777
C -0.220 0.771 2.040
C 1.257 -0.746 -0.326
C -0.654 0.867 0.579
C 0.185 0.276 -0.469
N 0.077 -2.849 -0.332
N -1.816 -1.732 -0.970
N 0.011 0.674 -1.713
N 1.915 -0.863 -1.584
H 1.439 -2.497 1.070
H -1.006 -3.199 -2.109
H 1.012 2.737 2.110
H -0.653 2.718 2.898
H -1.788 2.619 0.942
H -0.230 3.093 -0.069
H 0.597 0.079 2.269
H -1.069 0.466 2.629
H 1.991 -0.278 0.385
H -1.599 0.408 0.494
H -2.491 -1.705 -1.740
H -0.718 1.375 -1.785
H 2.890 -1.302 -1.533
H 0.367 0.414 -2.578
H 1.312 -1.468 -2.113
*
```

Max |F| (eV/A): 4.7
Frontier orbital gap (eV): 9.24
SMILES string: [H]/N=C/N=C\[C@@H](N)C(=[NH2+])C1CCC1
HOMO level (Eh): -0.4917
E_tot (hartree): -532.5188
Energy above the lowest of the compared OMol25 structures with the same formula, charge and spin (eV): 2.0209